A molecular structure, C32H33AsMnN10S2 in a non-equilibrium geometry. Source: the OMol25 dataset; level of theory: wB97M-V/def2-TZVPD.

Summary:
HOMO level (alpha / beta), eV: -9.99 / -10.11
Total charge: +1
Lowest unoccupied orbital energy (alpha / beta), hartree: -0.1608 / -0.1013
Spin multiplicity: 5
Electronic energy, a.u.: -5969.7740
Kohn-Sham gap (alpha / beta), eV: 5.62 / 7.35

XYZ file:
```
79
C32H33AsMnN10S2, DFT wB97M-V/def2-TZVPD
Mn -1.381 1.336 -1.319
S -1.434 3.494 -0.672
C -1.910 3.513 1.027
C -2.573 4.630 1.521
C -2.965 4.661 2.852
C -2.683 3.594 3.690
C -2.002 2.486 3.202
C -1.606 2.441 1.873
As -0.637 0.973 1.045
C 1.079 1.831 0.696
C 1.494 2.973 1.372
C 2.616 3.662 0.937
C 3.324 3.220 -0.172
C 2.929 2.068 -0.837
C 1.806 1.377 -0.402
C -0.231 -0.065 2.637
C -1.233 -0.841 3.214
C -0.983 -1.534 4.385
C 0.270 -1.456 4.981
C 1.268 -0.687 4.402
C 1.021 0.008 3.225
H -2.789 5.457 0.856
H -3.507 5.519 3.230
H -2.988 3.623 4.727
H -1.780 1.658 3.861
H 0.921 3.337 2.216
H 2.925 4.561 1.455
H 4.186 3.776 -0.519
H 3.482 1.720 -1.700
H 1.490 0.472 -0.912
H -2.202 -0.908 2.735
H -1.765 -2.134 4.834
H 0.465 -1.990 5.903
H 2.243 -0.625 4.870
H 1.799 0.605 2.767
C -0.085 -2.360 -5.218
N -0.055 -1.920 -3.826
C 0.474 -2.866 -2.853
C -0.527 -0.723 -3.433
N -0.849 -0.408 -2.209
N -0.645 0.190 -4.457
C -1.081 1.494 -4.359
N -1.309 2.114 -5.529
N -1.194 2.072 -3.210
H 0.834 -2.100 -5.752
H -0.948 -1.954 -5.745
H -0.189 -3.442 -5.233
H 1.202 -3.500 -3.356
H -0.307 -3.491 -2.419
H 0.980 -2.337 -2.050
H -0.827 -1.201 -1.574
H -0.333 -0.103 -5.364
H -1.339 1.571 -6.375
H -1.970 2.885 -5.497
H -1.501 3.034 -3.309
C 2.329 -6.612 1.700
C 2.307 -5.126 1.573
C 3.383 -4.314 1.775
C 3.213 -2.925 1.592
N 2.066 -2.395 1.204
C 0.998 -3.187 0.996
S -0.494 -2.617 0.496
N 1.142 -4.543 1.209
C 4.352 -1.983 1.809
H 3.276 -6.947 2.113
H 2.197 -7.075 0.720
H 1.518 -6.958 2.344
H 4.338 -4.728 2.064
H 0.309 -5.100 1.078
H 5.130 -2.423 2.429
H 3.981 -1.065 2.263
H 4.785 -1.716 0.841
N -3.452 1.091 -1.184
C -4.170 1.866 -1.680
C -4.917 2.818 -2.338
C -4.433 3.190 -3.611
N -3.955 3.465 -4.627
C -6.002 3.504 -1.732
N -6.878 4.074 -1.245
```